[1]
C3H3N3O as an isolated structure in a non-equilibrium geometry. Source: the OMol25 dataset; level of theory: ωB97M-V/def2-TZVPD.

Output
LUMO (eV): -0.231
HOMO-LUMO gap (eV): 10.776
Electronic energy (a.u.): -355.52921
HOMO (eV): -11.01
Energy relative to the best compared isomer or geometry (same formula, charge and spin) (kcal per mole): 69.45

Geometry as ORCA input:
```
! RIJCOSX wB97M-V def2-TZVPD def2/J DEFGRID3
* xyz 0 1
C 2.35 -0.57 -0.06
C 1.07 1.71 -0.09
C 0.64 0.32 0.10
N 3.24 -1.30 0.08
N 1.38 2.80 -0.16
N -0.15 -0.22 -0.92
O 0.16 0.06 1.37
H -0.44 -1.25 -0.75
H -0.03 0.14 -1.90
H 1.08 0.01 1.86
*
```

***

[2]
C2HBr4O2S as an isolated structure in a non-equilibrium geometry. Source: the OMol25 dataset; level of theory: ωB97M-V/def2-TZVPD.

Output
LUMO (eV): 2.363
HOMO-LUMO gap (eV): 6.652
Electronic energy (a.u.): -10921.58100
HOMO (eV): -4.29
Energy relative to the best compared isomer or geometry (same formula, charge and spin) (kcal per mole): 11.24

Geometry as ORCA input:
```
! RIJCOSX wB97M-V def2-TZVPD def2/J DEFGRID3
* xyz -1 1
C -1.25 -0.07 1.43
C -1.09 -0.94 0.44
O 5.18 -2.68 -1.20
O 2.82 -2.29 -1.01
S 4.11 -2.15 -0.36
Br -2.41 1.37 1.45
Br 0.01 -2.49 0.41
Br -2.19 -1.04 -1.08
Br 4.08 0.19 -0.03
H -0.86 -0.27 2.51
*
```

***

[3]
A 7-piece molecular cluster, C21H51N6O7P overall. Source: the OMol25 dataset; level of theory: ωB97M-V/def2-TZVPD.

Output
SMILES: CNC(C)=O.CNC(C)=O.CNC(C)=O.CNC(C)=O.CNC(C)=O.CNC(C)=O.CCCPO
LUMO (eV): 0.592
HOMO-LUMO gap (eV): 9.014
Electronic energy (a.u.): -2027.39641
HOMO (eV): -8.42

Geometry as ORCA input:
```
! RIJCOSX wB97M-V def2-TZVPD def2/J DEFGRID3
* xyz 0 1
C -5.46 2.23 1.43
N -4.83 3.09 0.46
C -3.63 2.93 -0.16
C -2.82 1.71 0.23
O -3.25 3.73 -1.00
H -6.40 1.82 1.04
H -5.68 2.76 2.36
H -4.80 1.40 1.67
H -5.34 3.90 0.14
H -1.91 1.70 -0.36
H -2.56 1.72 1.29
H -3.38 0.79 0.04
C 2.32 3.06 2.88
N 1.38 2.12 2.31
C 0.94 0.94 2.80
C 1.53 0.47 4.12
O 0.11 0.27 2.21
H 1.83 4.03 2.99
H 3.19 3.19 2.24
H 2.65 2.71 3.85
H 0.97 2.36 1.42
H 1.08 -0.49 4.36
H 2.61 0.35 4.05
H 1.32 1.18 4.92
C -2.13 7.36 3.14
N -0.93 6.57 2.98
C 0.15 6.83 2.21
C 0.14 8.11 1.40
O 1.09 6.06 2.16
H -2.27 7.67 4.18
H -3.02 6.81 2.82
H -2.06 8.26 2.54
H -0.87 5.70 3.49
H 1.07 8.15 0.84
H -0.70 8.13 0.70
H 0.06 8.99 2.04
C 3.75 -8.18 0.17
N 2.98 -7.05 0.65
C 3.39 -6.06 1.49
C 4.80 -6.12 2.02
O 2.63 -5.15 1.80
H 3.84 -8.17 -0.91
H 3.28 -9.12 0.47
H 4.75 -8.15 0.59
H 2.03 -6.94 0.33
H 4.95 -5.26 2.67
H 4.98 -7.04 2.59
H 5.53 -6.08 1.21
C -5.86 -0.84 -3.73
N -6.98 -0.53 -2.88
C -7.21 0.63 -2.20
C -6.19 1.74 -2.33
O -8.21 0.75 -1.50
H -6.18 -1.06 -4.75
H -5.30 -1.71 -3.36
H -5.17 0.00 -3.78
H -7.69 -1.22 -2.74
H -6.53 2.58 -1.74
H -5.22 1.42 -1.97
H -6.07 2.06 -3.37
C 4.80 -2.66 -5.34
N 5.52 -3.21 -4.22
C 6.09 -2.55 -3.18
C 5.97 -1.04 -3.16
O 6.67 -3.16 -2.30
H 3.77 -3.03 -5.38
H 5.28 -2.91 -6.29
H 4.76 -1.58 -5.26
H 5.63 -4.21 -4.17
H 6.47 -0.69 -2.27
H 6.44 -0.60 -4.04
H 4.93 -0.73 -3.14
C 2.27 -2.63 -0.49
C 1.03 -1.72 -0.38
C -0.20 -2.38 0.27
P -1.70 -2.58 -0.78
O -2.80 -1.75 0.17
H 2.11 -3.58 0.02
H 3.15 -2.17 -0.04
H 2.52 -2.84 -1.53
H 1.26 -0.83 0.22
H 0.77 -1.35 -1.37
H 0.07 -3.38 0.61
H -0.52 -1.82 1.16
H -1.37 -1.51 -1.66
H -3.66 -2.17 0.05
*
```

***

[4]
A 3-piece molecular cluster, C29H43N2O15S overall. Source: the OMol25 dataset; level of theory: ωB97M-V/def2-TZVPD.

Output
LUMO (eV): -3.296
HOMO-LUMO gap (eV): 7.844
Electronic energy (a.u.): -2766.88329
HOMO (eV): -11.14

Geometry as ORCA input:
```
! RIJCOSX wB97M-V def2-TZVPD def2/J DEFGRID3
* xyz 1 1
C 3.23 -0.98 2.04
O 2.69 -2.28 2.23
C 1.60 -2.61 1.42
C 0.28 -2.12 2.04
C -0.48 -3.24 2.76
C -0.86 -4.42 1.84
C -0.27 -5.78 2.24
C -1.03 -6.52 3.34
S -0.49 -6.17 5.02
O -0.44 -7.39 5.75
O 0.60 -5.25 4.97
O -1.70 -5.31 5.62
O -1.65 -2.74 3.42
C -2.05 -1.43 3.05
C -3.45 -1.17 3.59
C -3.50 -0.30 4.85
C -2.81 1.07 4.73
C -3.62 2.24 4.18
N -4.52 1.96 3.07
C -4.01 1.62 1.86
C -5.02 1.26 0.80
O -2.81 1.62 1.64
C -2.03 -1.29 1.54
N -0.62 -1.47 1.00
C -0.04 -0.20 0.42
C 0.25 -0.32 -1.09
O -0.35 0.72 -1.82
H 2.66 -0.22 2.58
H 4.25 -0.99 2.43
H 3.27 -0.73 0.97
H 1.60 -3.69 1.33
H 1.73 -2.20 0.41
H 0.52 -1.33 2.75
H 0.20 -3.59 3.53
H -1.95 -4.48 1.84
H -0.56 -4.23 0.80
H -0.25 -6.43 1.36
H 0.77 -5.65 2.56
H -0.91 -7.60 3.25
H -2.10 -6.30 3.30
H -2.35 -5.91 6.03
H -1.35 -0.71 3.49
H -4.05 -0.71 2.80
H -3.90 -2.14 3.80
H -4.55 -0.18 5.14
H -3.03 -0.85 5.67
H -1.92 0.98 4.11
H -2.46 1.36 5.72
H -2.92 2.99 3.81
H -4.21 2.73 4.96
H -5.40 1.51 3.28
H -6.05 1.36 1.13
H -4.85 1.90 -0.07
H -4.84 0.23 0.47
H -2.38 -0.30 1.24
H -2.67 -2.06 1.10
H -0.69 -2.15 0.24
H 0.86 0.03 0.99
H -0.76 0.59 0.59
H -0.18 -1.25 -1.48
H 1.33 -0.36 -1.27
H 0.18 1.53 -1.73
C 3.26 5.51 -3.77
C 4.34 5.52 -2.97
C 4.39 4.74 -1.67
O 5.42 4.81 -1.03
C 3.23 3.97 -1.26
C 2.17 3.96 -2.07
C 2.12 4.72 -3.38
O 1.08 4.60 -4.02
O 1.03 3.29 -1.84
O 5.45 6.18 -3.24
H 3.22 6.04 -4.71
H 3.27 3.43 -0.33
H 0.46 3.52 -2.62
H 6.07 6.01 -2.50
C 2.12 2.23 -6.61
C 1.44 1.53 -7.53
C 1.73 1.62 -9.02
O 1.04 0.92 -9.74
C 2.78 2.50 -9.47
C 3.46 3.21 -8.55
C 3.18 3.11 -7.07
O 3.87 3.79 -6.33
O 4.44 4.05 -8.84
O 0.45 0.69 -7.25
H 1.91 2.17 -5.56
H 2.98 2.57 -10.53
H 4.76 4.41 -7.99
H 0.16 0.33 -8.11
*
```

***

[5]
An isolated ion of composition C8H12N3 and charge +1 in a non-equilibrium geometry. Source: the OMol25 dataset; level of theory: ωB97M-V/def2-TZVPD.

Output
SMILES: C/N=C1/C=CC=C[C@@H]1/[NH+]=C/N
LUMO (eV): -3.895
HOMO-LUMO gap (eV): 8.451
Electronic energy (a.u.): -475.94485
HOMO (eV): -12.35
Energy relative to the best compared isomer or geometry (same formula, charge and spin) (kcal per mole): 85.13

Geometry as ORCA input:
```
! RIJCOSX wB97M-V def2-TZVPD def2/J DEFGRID3
* xyz 1 1
C 3.07 0.75 -0.68
N 2.53 -0.20 0.21
C 1.34 -0.51 0.26
C 0.91 -1.30 1.37
C -0.10 -0.82 2.19
C -0.46 0.54 1.98
C -0.34 1.09 0.77
C 0.09 0.24 -0.40
N -1.05 -0.45 -0.91
C -2.27 -0.07 -0.68
N -3.30 -0.63 -1.21
H 2.55 0.74 -1.63
H 3.09 1.79 -0.17
H 4.31 0.62 -0.86
H 1.47 -2.15 1.52
H -0.44 -1.22 3.04
H -0.84 1.07 2.78
H -0.40 2.19 0.48
H 0.41 1.00 -1.12
H -0.90 -1.32 -1.45
H -2.25 0.94 -0.14
H -4.18 -0.59 -0.74
H -3.16 -1.43 -1.74
*
```

***

[6]
The molecule C2H3ClSi in a non-equilibrium geometry. Source: the OMol25 dataset; level of theory: ωB97M-V/def2-TZVPD.

Output
LUMO (spin up / spin down) (eV): -1.791 / -1.568
HOMO-LUMO gap (spin up / spin down) (eV): 6.387 / 6.714
Electronic energy (a.u.): -827.38396
HOMO (spin up / spin down) (eV): -8.18 / -8.28
Energy relative to the best compared isomer or geometry (same formula, charge and spin) (kcal per mole): 174.81

Geometry as ORCA input:
```
! RIJCOSX wB97M-V def2-TZVPD def2/J DEFGRID3
* xyz 0 1
C -1.06 0.47 -0.98
C 1.67 1.19 -0.59
Si 0.31 0.18 0.29
Cl 1.75 2.76 -0.83
H 0.07 0.60 1.73
H 0.81 -1.33 0.51
H -0.90 0.51 -2.01
*
```

***

[7]
A 8-piece molecular cluster, C30H48N11O22PS overall in a non-equilibrium geometry. Source: the OMol25 dataset; level of theory: ωB97M-V/def2-TZVPD.

Output
SMILES: NC[C@H](O)Cc1cc(CCCCCCCSc2nnco2)c2c(c1N=C=O)C(=O)C=C(P(=O)(O)O)C2=O.C[N+](=O)[O-].C[N+](=O)[O-].C[N+](=O)[O-].C[N+](=O)[O-].C[N+](=O)[O-].C[N+](=O)[O-].C[N+](=O)[O-]
LUMO (eV): -2.007
HOMO-LUMO gap (eV): 7.035
Electronic energy (a.u.): -4168.47029
HOMO (eV): -9.04

Geometry as ORCA input:
```
! RIJCOSX wB97M-V def2-TZVPD def2/J DEFGRID3
* xyz 0 1
N -5.16 2.30 -1.91
C -4.36 1.09 -2.25
C -2.85 1.36 -2.34
O -2.58 1.64 -3.73
C -2.01 0.13 -1.95
C -1.40 0.14 -0.57
C -0.02 0.19 -0.49
C 0.69 0.17 0.71
C 2.20 0.17 0.59
C 2.65 -1.09 -0.20
C 2.08 -2.40 0.39
C 0.79 -2.89 -0.29
C 0.48 -4.36 -0.09
C 0.19 -4.69 1.38
C -1.16 -4.10 1.87
S -2.45 -5.32 2.23
C -2.92 -5.93 0.67
N -2.38 -5.79 -0.50
N -3.18 -6.52 -1.37
C -4.13 -7.02 -0.66
O -4.04 -6.68 0.66
C -0.01 0.10 1.90
C -1.42 0.08 1.85
C -2.10 0.09 0.64
N -3.55 0.07 0.60
C -3.98 -1.07 0.51
O -4.36 -2.13 0.35
C -2.17 0.03 3.15
O -3.29 -0.40 3.24
C -1.46 0.51 4.35
C -0.13 0.54 4.41
P 0.65 1.11 5.95
O 2.09 0.89 6.03
O 0.30 2.67 6.12
O -0.04 0.38 7.18
C 0.67 0.05 3.22
O 1.79 -0.37 3.40
H -4.51 3.02 -1.62
H -5.72 2.09 -1.10
H -4.70 0.77 -3.24
H -4.59 0.27 -1.59
H -2.57 2.27 -1.81
H -2.68 0.78 -4.18
H -2.60 -0.78 -2.08
H -1.18 0.03 -2.65
H 0.53 0.25 -1.42
H 2.46 1.04 -0.01
H 2.72 0.28 1.53
H 2.30 -0.95 -1.22
H 3.73 -1.14 -0.19
H 1.93 -2.24 1.46
H 2.83 -3.18 0.25
H 0.81 -2.58 -1.33
H -0.04 -2.34 0.16
H 1.25 -5.00 -0.52
H -0.43 -4.57 -0.64
H 0.13 -5.77 1.47
H 0.99 -4.28 2.00
H -0.99 -3.63 2.83
H -1.56 -3.36 1.19
H -4.95 -7.63 -1.01
H -2.10 0.83 5.16
H 0.13 3.02 5.23
H -1.01 0.47 7.18
C 4.67 -4.33 3.18
N 4.25 -4.91 1.88
O 3.46 -5.83 1.89
O 4.73 -4.41 0.88
H 4.16 -4.86 3.98
H 5.75 -4.44 3.25
H 4.39 -3.28 3.17
C -1.03 -1.58 -6.99
N -1.35 -0.75 -5.81
O -2.53 -0.50 -5.59
O -0.42 -0.37 -5.13
H -1.96 -1.84 -7.49
H -0.39 -1.00 -7.64
H -0.52 -2.47 -6.64
C -4.08 3.82 -5.25
N -3.91 4.39 -6.61
O -3.35 5.47 -6.70
O -4.32 3.74 -7.54
H -3.66 4.51 -4.53
H -5.15 3.68 -5.08
H -3.56 2.87 -5.22
C 8.20 -1.78 3.84
N 8.43 -3.21 3.50
O 9.47 -3.73 3.84
O 7.53 -3.75 2.88
H 9.06 -1.41 4.39
H 8.07 -1.24 2.91
H 7.30 -1.74 4.45
C 0.00 5.38 -4.78
N -1.02 5.57 -3.71
O -0.91 6.53 -2.98
O -1.90 4.73 -3.64
H 0.71 6.19 -4.72
H 0.47 4.42 -4.60
H -0.53 5.38 -5.73
C -2.31 7.94 -0.88
N -3.34 8.11 0.18
O -3.25 9.07 0.91
O -4.20 7.26 0.25
H -1.61 8.77 -0.82
H -1.82 6.99 -0.71
H -2.83 7.94 -1.84
C 4.73 2.12 4.28
N 5.58 1.88 3.09
O 5.76 2.79 2.31
O 6.04 0.76 2.98
H 4.38 3.14 4.26
H 3.89 1.42 4.23
H 5.33 1.92 5.16
*
```

***

[8]
C23H31F6IrN5O6S3 as an isolated structure. Source: the OMol25 dataset; level of theory: ωB97M-V/def2-TZVPD.

Output
LUMO (spin up / spin down) (eV): -7.970 / -9.675
HOMO-LUMO gap (spin up / spin down) (eV): 4.682 / 2.968
Electronic energy (a.u.): -3517.64727
HOMO (spin up / spin down) (eV): -12.65 / -12.64
Energy relative to the best compared isomer or geometry (same formula, charge and spin) (kcal per mole): 0.00

Geometry as ORCA input:
```
! RIJCOSX wB97M-V def2-TZVPD def2/J DEFGRID3
* xyz 2 2
Ir 0.32 1.00 -0.24
C 0.35 0.53 3.36
O -0.09 1.29 2.21
C -1.50 1.48 2.31
C -1.93 2.39 1.21
O -1.60 1.74 -0.04
C -2.34 2.27 -1.16
H 0.12 1.10 4.26
H 1.42 0.39 3.28
H -0.16 -0.43 3.39
H -1.75 1.94 3.27
H -2.02 0.52 2.22
H -1.44 3.37 1.25
H -3.01 2.52 1.23
H -3.39 2.31 -0.88
H -2.23 1.58 -1.99
H -1.97 3.27 -1.41
F 1.32 -4.31 0.04
C 0.65 -3.26 -0.37
F -0.59 -3.58 -0.70
F 1.27 -2.71 -1.42
S 0.60 -2.01 0.99
O -0.21 -0.91 0.39
O 0.03 -2.62 2.13
N 2.12 -1.63 1.18
S 2.75 -0.30 0.70
O 2.17 0.13 -0.62
O 2.79 0.78 1.65
C 4.52 -0.68 0.31
F 4.61 -1.78 -0.42
F 5.16 -0.83 1.45
F 4.99 0.36 -0.36
C 2.60 5.94 1.05
C 2.53 6.00 -0.35
C 2.01 4.95 -1.06
C 1.53 3.81 -0.36
C 1.59 3.76 1.06
C 2.12 4.82 1.75
N 1.01 2.73 -1.03
N 1.07 2.81 -2.34
C 0.58 1.73 -2.95
C 0.55 1.68 -4.38
C 0.00 0.58 -4.96
C -0.52 -0.46 -4.14
C -0.50 -0.43 -2.75
C 0.07 0.66 -2.14
H 3.02 6.77 1.60
H 2.90 6.87 -0.87
H 1.96 4.98 -2.14
H 1.23 2.89 1.58
H 2.19 4.79 2.83
H 0.96 2.50 -4.95
H -0.04 0.49 -6.03
H -0.96 -1.32 -4.63
H -0.95 -1.23 -2.17
C -4.39 -2.33 -2.67
N -5.30 -2.06 -1.57
C -6.71 -2.00 -1.95
C -4.85 -1.55 -0.41
S -3.30 -0.87 -0.27
N -5.69 -1.62 0.65
C -6.59 -2.75 0.84
C -5.43 -0.86 1.86
H -4.84 -3.09 -3.31
H -3.44 -2.70 -2.29
H -4.21 -1.43 -3.27
H -6.78 -1.53 -2.94
H -7.27 -1.39 -1.25
H -7.16 -2.99 -2.01
H -6.39 -3.53 0.11
H -7.64 -2.46 0.79
H -6.41 -3.17 1.83
H -5.03 0.12 1.61
H -4.72 -1.38 2.51
H -6.37 -0.73 2.39
*
```

***

[9]
The molecule C20H21BF3NO4 in a non-equilibrium geometry. Source: the OMol25 dataset; level of theory: ωB97M-V/def2-TZVPD.

Output
SMILES: O=C(Cc1ccccc1B(O)O)N1CCC(Oc2ccc(C(F)(F)F)cc2)CC1
LUMO (eV): 0.395
HOMO-LUMO gap (eV): 9.613
Electronic energy (a.u.): -1454.99046
HOMO (eV): -9.22

Geometry as ORCA input:
```
! RIJCOSX wB97M-V def2-TZVPD def2/J DEFGRID3
* xyz 0 1
O 2.40 1.57 -1.60
C 1.54 1.80 -0.78
C 1.95 2.45 0.56
C 3.21 1.89 1.11
C 3.17 0.72 1.89
C 4.35 0.23 2.37
C 5.55 0.87 2.19
C 5.58 1.96 1.34
C 4.39 2.49 0.78
B 4.52 3.76 -0.19
O 3.91 3.66 -1.45
O 4.91 5.00 0.25
N 0.20 1.71 -1.16
C -1.02 1.58 -0.23
C -1.37 0.08 -0.08
C -1.62 -0.53 -1.48
O -1.65 -2.02 -1.47
C -2.80 -2.58 -0.89
C -3.69 -1.84 -0.10
C -4.66 -2.48 0.67
C -4.80 -3.84 0.77
C -5.83 -4.42 1.66
F -7.03 -4.54 0.93
F -5.49 -5.66 2.12
F -6.11 -3.67 2.79
C -3.87 -4.58 0.08
C -2.91 -3.95 -0.71
C -0.43 -0.25 -2.53
C -0.09 1.24 -2.50
H 1.18 2.45 1.36
H 2.26 3.48 0.35
H 2.15 0.30 2.13
H 4.36 -0.68 2.91
H 6.37 0.42 2.73
H 6.50 2.43 0.94
H 3.47 2.80 -1.52
H 4.87 5.68 -0.49
H -1.73 2.13 -0.78
H -0.83 2.11 0.72
H -0.57 -0.48 0.36
H -2.18 -0.13 0.64
H -2.52 -0.16 -1.95
H -3.73 -0.74 -0.26
H -5.44 -1.96 1.19
H -3.91 -5.67 0.17
H -2.15 -4.59 -1.17
H 0.45 -0.74 -2.22
H -0.71 -0.66 -3.48
H -0.95 1.79 -2.86
H 0.82 1.56 -3.12
*
```

***

Q: Which of these has the highest electronic energy?
A: C3H3N3O

***

Q: What is the electronic energy in the second record?
A: -10921.58100 a.u.

***

Q: Number 2 is which compound?
A: C2HBr4O2S